DFT (the ωB97M-V functional and the def2-TZVPD basis) results for a structure of composition C6H8ClN.

Cartesian coordinates (Å):
C (0.66585, 0.70847, -0.70473)
C (1.38612, -0.70980, -0.59310)
C (0.01528, -1.35612, -0.97207)
C (-0.38165, -0.23145, 0.02733)
C (0.34984, -0.42114, 1.40133)
C (1.58145, -0.73264, 0.90396)
H (1.92539, 2.51844, -0.43758)
H (0.28934, 2.45353, 0.01970)
H (0.04399, 1.03253, -1.73677)
H (2.35237, -0.90681, -1.15285)
H (-0.17910, -2.36099, -0.60407)
H (-0.41213, -1.14166, -1.99536)
H (-0.06496, -0.23956, 2.41869)
H (2.61334, -0.71604, 1.42816)
N (1.10799, 1.83762, -0.04124)
Cl (-2.11915, 0.17372, 0.11602)

Summary:
HOMO level (eV): -9.16
Gap between HOMO and LUMO (eV): 10.11
ΔE to the lowest compared entry with this formula, charge and spin (kcal/mol): 63.59
LUMO level (Ha): 0.03476



DFT (the ωB97M-V functional and the def2-TZVPD basis) results for a cluster of 2 separate species, C6H8ClO3S in total.

Cartesian coordinates (Å):
C (2.58352, -0.71625, 1.39298)
C (1.75394, -0.37998, 0.58657)
C (0.89961, 0.09181, -0.54258)
C (0.00991, 1.30437, -0.13491)
C (-1.29406, 0.84548, 0.66553)
S (-1.74053, -0.88646, 0.69601)
O (-1.82031, -1.31115, 2.06975)
O (-3.00932, -1.05126, 0.03246)
O (-0.63897, -1.79151, 0.00819)
C (0.11892, -1.13800, -1.02917)
H (3.43781, -1.16546, 1.85313)
H (1.53929, 0.39769, -1.36422)
H (0.58731, 2.00590, 0.47395)
H (-0.34518, 1.91688, -1.05032)
H (-1.17248, 1.17982, 1.70096)
H (-2.16777, 1.36288, 0.26135)
H (0.86889, -1.86983, -1.34730)
H (-0.48699, -0.89288, -1.91235)
Cl (0.87642, 2.09795, -2.36000)

Summary:
HOMO level (eV): -4.02
Gap between HOMO and LUMO (eV): 7.43
LUMO level (Ha): 0.12505
Charge: -1



DFT (the ωB97M-V functional and the def2-TZVPD basis) results for a structure of composition C6H8CuO3.

Cartesian coordinates (Å):
O (1.24042, -1.73504, 2.68770)
C (0.11583, -1.38867, 1.88671)
C (0.26870, -0.14762, 1.07145)
Cu (2.72976, -3.26833, 2.09475)
H (-0.37907, -0.03417, 0.20147)
H (-0.53937, -2.21027, 1.60491)
H (1.29160, 0.21967, 0.95723)
C (-0.36154, -0.07342, 2.44429)
C (0.54290, 0.18647, 3.65237)
C (0.85238, -1.19999, 4.15730)
H (-1.43114, 0.11468, 2.52700)
H (0.05206, 0.80813, 4.40632)
H (1.63819, 0.32266, 3.09865)
H (1.78686, -1.29207, 4.72110)
H (0.04013, -1.81664, 4.55897)
O (-1.91521, 2.65396, -1.01935)
C (-2.57146, 3.25902, -1.75837)
O (-3.27127, 3.86068, -2.45939)

Summary:
HOMO level (eV): -13.88
Gap between HOMO and LUMO (eV): 7.88
LUMO level (Ha): -0.22023
Charge: +1



DFT (the ωB97M-V functional and the def2-TZVPD basis) results for a cluster of 2 separate species, C6H8F2IN2 in total.

Cartesian coordinates (Å):
C (1.45079, -1.64662, 0.06824)
C (2.42757, -0.70098, -0.05033)
C (1.75238, 0.53441, 0.01202)
C (-1.08374, -1.55060, -0.02022)
C (-0.47824, 1.35048, 0.25570)
C (3.72495, 3.14826, -0.50561)
N (0.26030, -1.02090, 0.24965)
N (0.48266, 0.31370, 0.21739)
F (4.58115, 3.02112, 0.46520)
F (2.57916, 3.51751, -0.14756)
I (4.54391, -0.96750, -0.01615)
H (1.50225, -2.80334, 0.16679)
H (-1.04178, -2.04897, -0.92113)
H (-1.43804, -2.19198, 0.78335)
H (-1.77014, -0.65510, -0.18196)
H (0.03413, 2.23337, 0.70321)
H (-0.93546, 1.55077, -0.65246)
H (-1.30370, 1.13393, 0.95809)
H (4.09728, 3.31557, -1.48548)

Summary:
HOMO level (alpha / beta) (eV): -12.47 / -11.76
Gap between HOMO and LUMO (alpha / beta) (eV): 8.18 / 5.26
ΔE to the lowest compared entry with this formula, charge and spin (kcal/mol): 109.64
LUMO level (alpha / beta) (Ha): -0.15751 / -0.23864
Charge: +1



DFT (the ωB97M-V functional and the def2-TZVPD basis) results for an isolated molecule of C6H8FN.

Cartesian coordinates (Å):
N (-1.38303, 1.43678, 0.41640)
C (-0.48886, 0.42643, 0.01546)
C (0.83497, 0.92565, -0.60060)
C (1.79750, -0.19105, -0.30716)
C (1.25609, -1.16737, 0.43390)
C (-0.20452, -0.93697, 0.63577)
C (-1.07070, -0.82726, -0.58581)
F (-2.45049, -0.94587, -0.42206)
H (-2.30530, 1.01083, 0.67988)
H (-0.99810, 1.95142, 1.29630)
H (1.07788, 1.90443, -0.13528)
H (0.72871, 1.18779, -1.68213)
H (2.83807, -0.18914, -0.57698)
H (1.82531, -2.01299, 0.83063)
H (-0.71794, -1.33461, 1.53122)
H (-0.73957, -1.23807, -1.52952)

Summary:
HOMO level (eV): -8.70
Gap between HOMO and LUMO (eV): 9.82
ΔE to the lowest compared entry with this formula, charge and spin (kcal/mol): 34.05
LUMO level (Ha): 0.04119
SMILES string: N[C@@]12CC=C[C@@H]1[C@H]2F



DFT (the ωB97M-V functional and the def2-TZVPD basis) results for a structure of composition C6H8IrLiO6.

Cartesian coordinates (Å):
O (-0.38684, -1.61857, -1.53133)
C (0.55745, -0.62910, 1.43760)
C (0.88761, -2.19515, -1.45734)
O (-0.52105, -1.25447, 1.49600)
O (1.55160, -1.22098, 0.71007)
C (1.34461, -2.43387, -0.02648)
H (1.64521, -1.56569, -1.95797)
H (0.90571, -3.17089, -1.97567)
H (2.31458, -2.94740, -0.03985)
H (0.62689, -3.07632, 0.50679)
Li (-1.46497, -1.87190, -0.00535)
O (-1.94611, 2.31483, 0.20684)
C (-1.63195, 1.05943, 0.05088)
C (-0.91099, 2.98812, 0.97344)
O (-2.33096, 0.28836, -0.60645)
O (-0.12104, 1.10560, -0.00934)
C (0.39890, 2.34381, 0.49693)
H (-1.09737, 2.78319, 2.03231)
H (-0.96521, 4.04996, 0.72053)
H (1.08664, 2.10522, 1.31201)
H (0.93215, 2.88804, -0.28584)
Ir (-0.87484, 0.05779, -2.04778)

Summary:
HOMO level (alpha / beta) (eV): -17.49 / -18.27
Gap between HOMO and LUMO (alpha / beta) (eV): 8.07 / 8.08
ΔE to the lowest compared entry with this formula, charge and spin (kcal/mol): 84.25
LUMO level (alpha / beta) (Ha): -0.34630 / -0.37419
Charge: +2
2S+1: 5



What are the total energy values for these records? In order: -748.24674 -1317.47156 -2099.27900 -839.89763 -387.98397 -795.86492 Ha.